Entry from OMol25: C8H21BInNO4P as an isolated structure (wB97M-V/def2-TZVPD).

Output
**Calculated total energy**: -1229.629143 a.u.
**E_HOMO**: -3.82 eV
**Total charge**: -1

Positions of all 37 atoms, in Å:
C 1.547 -2.603 1.740
C 0.434 -3.246 0.921
C -0.451 -2.258 0.151
C -0.958 -1.060 0.980
In -0.097 0.939 0.581
C -1.535 2.492 1.248
B -2.927 2.396 0.566
O -3.511 1.230 0.078
O -3.740 3.513 0.425
C 0.232 1.395 -1.611
C 0.117 0.243 -2.515
C 1.369 -0.589 -2.714
N -0.925 -0.137 -3.160
P 2.109 1.399 1.832
O 3.254 0.398 1.094
O 2.494 2.850 1.047
H 2.196 -1.992 1.110
H 1.166 -1.957 2.530
H 2.176 -3.365 2.207
H -0.189 -3.885 1.557
H 0.905 -3.916 0.192
H -1.313 -2.822 -0.224
H 0.092 -1.939 -0.742
H -2.044 -0.980 0.885
H -0.788 -1.253 2.043
H -1.651 2.439 2.335
H -1.113 3.476 1.021
H -2.865 0.567 -0.181
H -4.610 3.244 0.120
H 1.236 1.825 -1.648
H -0.486 2.176 -1.872
H 1.113 -1.646 -2.777
H 2.074 -0.454 -1.890
H 1.855 -0.295 -3.645
H -1.693 0.513 -2.979
H 3.092 0.330 0.145
H 3.442 2.987 1.131

Here are the Mulliken charges for atoms 1 to 2, given in e:
1 C -0.90
2 C -0.65